The following is a DFT calculation (ωB97M-V/def2-TZVPD) of a 2-piece molecular cluster, ClHN2O overall.

Properties
molar mass: 80.47 g/mol
HOMO-LUMO gap (spin up / spin down): 9.186 / 9.078 eV
spin multiplicity: 1
electronic energy: -645.29231 Ha
HOMO level (spin up / spin down): -10.7 / -10.0 eV
energy above the lowest of the compared OMol25 structures with the same formula, charge and spin: 585.5 kJ/mol

Cartesian coordinates (Å):
N1 -2.2284 -0.9227 0.0563
N2 -1.0695 -1.3241 0.0627
O1 -0.4874 -2.3300 -0.0599
Cl1 -2.4666 0.7434 -0.0311
H1 0.4655 -0.0807 0.1819

Here are the natural (NBO) charges for atoms 1 to 4, given in e: atom 1 (N): -0.254, atom 2 (N): 0.333, atom 3 (O): -0.260, atom 4 (Cl): 0.179

The following is a DFT calculation (ωB97M-V/def2-TZVPD) of C25H29N4O2S4W as an isolated structure.

Properties
molar mass: 729.64 g/mol
HOMO-LUMO gap (spin up / spin down): 6.823 / 7.234 eV
spin multiplicity: 3
electronic energy: -2998.61445 Ha
HOMO level (spin up / spin down): -16.2 / -17.1 eV
energy above the lowest of the compared OMol25 structures with the same formula, charge and spin: 29.7 kJ/mol
net charge: +3

Cartesian coordinates (Å):
W1 0.2729 0.2406 0.4297
C1 -1.7840 1.6872 3.2148
C2 -2.9612 1.4606 2.2903
S1 -2.6893 0.1899 0.9977
C3 -3.1535 -1.3807 1.8286
C4 -2.2058 -1.8337 2.9180
S2 -0.4841 -1.9073 2.2769
C5 0.4642 -1.6895 3.8370
C6 1.9306 -1.5000 3.5066
S3 2.2492 -0.2763 2.1779
C7 2.3287 1.3064 3.1073
C8 1.0126 1.8534 3.6143
S4 -0.2375 2.0502 2.2694
H1 -1.5990 0.8303 3.8604
H2 -1.9815 2.5656 3.8345
H3 -3.1948 2.3732 1.7399
H4 -3.8433 1.1700 2.8607
H5 -3.1909 -2.1163 1.0226
H6 -4.1613 -1.2540 2.2256
H7 -2.4749 -2.8432 3.2379
H8 -2.2296 -1.1786 3.7880
H9 0.3314 -2.6018 4.4237
H10 0.0458 -0.8529 4.3975
H11 2.3673 -2.4301 3.1395
H12 2.4896 -1.1834 4.3875
H13 2.8011 2.0054 2.4130
H14 3.0058 1.1408 3.9470
H15 1.1790 2.8537 4.0212
H16 0.5799 1.2289 4.3939
C9 -0.9135 3.5304 -2.2037
C10 -0.4944 2.8034 -1.0946
N1 -0.6199 1.4747 -1.0110
C11 -1.2047 0.8276 -2.0556
C12 -1.7120 1.4961 -3.1943
C13 -1.5312 2.8878 -3.2602
C14 -2.3674 0.7234 -4.1981
C15 -2.4766 -0.6261 -4.0865
C16 -1.9040 -1.3264 -2.9843
C17 -1.8999 -2.7250 -2.8723
C18 -1.2416 -3.3025 -1.8056
C19 -0.6348 -2.4957 -0.8478
N2 -0.6696 -1.1601 -0.8768
C20 -1.2655 -0.5864 -1.9619
H17 -0.7489 4.5948 -2.2282
H18 -0.0174 3.3067 -0.2575
H19 -1.8675 3.4320 -4.1277
H20 -2.7800 1.2421 -5.0504
H21 -2.9886 -1.1993 -4.8462
H22 -2.3750 -3.3238 -3.6340
H23 -1.1756 -4.3741 -1.7103
H24 -0.0863 -2.9562 -0.0354
C21 3.9082 -1.4640 -3.6801
N3 3.4259 -0.5673 -2.6524
C22 4.0367 0.5927 -2.3926
C23 3.5822 1.4690 -1.4393
C24 2.4441 1.0717 -0.7196
O1 1.8121 1.7059 0.2081
N4 1.8591 -0.1219 -0.9613
C25 2.2857 -0.9733 -1.9481
O2 1.6970 -2.0016 -2.1904
H25 4.9550 -1.2669 -3.8871
H26 3.3323 -1.3325 -4.5960
H27 3.7822 -2.4891 -3.3387
H28 4.9178 0.8198 -2.9775
H29 4.0691 2.4075 -1.2428

Here are the natural (NBO) charges for atoms 1 to 4, given in e: atom 1 (W): 1.384, atom 2 (C): -0.496, atom 3 (C): -0.544, atom 4 (S): 0.339

The following is a DFT calculation (ωB97M-V/def2-TZVPD) of one molecule with the formula C3H3NOS2.

Properties
molar mass: 133.20 g/mol
HOMO-LUMO gap: 7.732 eV
spin multiplicity: 1
electronic energy: -1042.45037 Ha
HOMO level: -9.1 eV
energy above the lowest of the compared OMol25 structures with the same formula, charge and spin: 126.8 kJ/mol

Cartesian coordinates (Å):
O1 -0.6371 -2.3512 0.5461
C1 0.3993 -2.2533 -0.0569
N1 1.0575 -1.0523 -0.4002
C2 0.6307 0.2072 -0.1759
S1 1.3208 1.4738 -0.9423
C3 -0.4693 0.2843 0.8677
S2 -1.8354 1.1079 0.5770
H1 1.0360 -3.1128 -0.4036
H2 1.9202 -1.1357 -0.8989
H3 -0.3932 -0.3113 1.7705

Here are the natural (NBO) charges for atoms 1 to 4, given in e: atom 1 (O): -0.529, atom 2 (C): 0.544, atom 3 (N): -0.634, atom 4 (C): 0.021

The following is a DFT calculation (ωB97M-V/def2-TZVPD) of C11H16HfN7O6S as an isolated structure.

Properties
molar mass: 552.85 g/mol
HOMO-LUMO gap: 4.575 eV
spin multiplicity: 1
electronic energy: -1709.94607 Ha
HOMO level: -2.8 eV
energy above the lowest of the compared OMol25 structures with the same formula, charge and spin: 85.9 kJ/mol
net charge: -1

Cartesian coordinates (Å):
Hf1 0.6530 -0.0718 -0.8864
N1 1.6475 -2.1262 -0.4643
N2 1.4636 -2.9726 -1.5534
C1 1.2566 -2.3436 -2.8081
O1 1.3800 -3.0046 -3.8420
O2 0.8831 -1.1023 -2.7430
H1 2.6380 -1.9823 -0.2416
H2 1.2500 -2.5870 0.3717
H3 2.1085 -3.7241 -1.5527
O3 3.0087 2.8100 -1.4749
S1 2.1810 1.8126 -2.1388
O4 2.1378 1.8713 -3.5854
O5 0.6277 1.8341 -1.4645
O6 2.6495 0.4475 -1.5771
N3 3.8487 3.7988 3.1881
C2 3.5356 3.0202 2.1413
N4 3.9789 3.4197 0.9504
N5 2.6118 2.0443 2.4133
C3 2.0810 1.1919 1.6005
N6 1.4525 0.3200 1.0793
H4 4.7081 4.3127 3.1799
H5 3.3743 3.5904 4.0592
H6 4.7198 4.1610 0.8686
H7 3.5762 3.0112 0.0706
C4 -2.0968 0.3121 2.3496
C5 -2.9445 -0.2198 1.2283
C6 -4.3515 -0.1648 1.3651
C7 -5.1571 -0.9366 0.4706
C8 -4.6343 -1.7218 -0.5526
C9 -3.2737 -1.7133 -0.8799
C10 -2.6158 -2.4678 -1.9914
C11 -2.4481 -0.7346 -0.0807
N7 -1.2441 -0.4418 -0.3744
H8 -2.2493 -0.4344 3.1653
H9 -2.3094 1.3302 2.7529
H10 -1.0636 0.2708 2.0368
H11 -4.7458 0.5047 2.1304
H12 -6.2267 -0.8446 0.6416
H13 -5.3126 -2.2739 -1.1796
H14 -2.0078 -3.2993 -1.5186
H15 -1.8286 -1.9129 -2.4778
H16 -3.2623 -2.9835 -2.6761

Here are the natural (NBO) charges for atoms 1 to 4, given in e: atom 1 (Hf): 2.134, atom 2 (N): -0.674, atom 3 (N): -0.503, atom 4 (C): 0.881

Result set for max |F|: 0.074, 0.032, 0.035, 0.110 Eh/bohr, one per record in the order listed.